[1]
C44H110BaN7O15 as an isolated structure. Source: the Open Molecules 2025 dataset; level of theory: ωB97M-V/def2-TZVPD.

Values from the calculation:
**HOMO level**: -9.46 eV
**Total charge**: +1
**Energy relative to the best compared isomer or geometry (same formula, charge and spin)**: 767.2 kJ/mol
**Kohn-Sham gap**: 7.05 eV

Atoms and positions in Å:
1 Ba -2.76 -0.62 -2.27
2 C 2.22 -1.40 -0.99
3 C 0.76 -1.25 -0.29
4 O -0.34 -1.16 -1.12
5 H 2.28 -2.26 -1.67
6 H 2.96 -1.39 -0.19
7 H 2.44 -0.56 -1.65
8 H 0.87 -0.36 0.33
9 H 0.59 -2.10 0.38
10 C 0.16 -4.49 2.19
11 O 0.19 -5.89 2.11
12 C -0.09 -6.47 0.79
13 C 0.94 -6.14 -0.35
14 N 2.25 -6.66 -0.13
15 C 3.43 -6.12 -0.87
16 C 4.76 -6.44 -0.14
17 O 5.20 -5.69 0.96
18 C 6.37 -6.26 1.54
19 H 0.98 -4.17 1.54
20 H 0.45 -4.14 3.18
21 H -0.79 -4.04 1.91
22 H -1.13 -6.26 0.55
23 H 0.02 -7.55 0.90
24 H 0.84 -5.08 -0.56
25 H 0.50 -6.62 -1.23
26 H 2.36 -6.81 0.87
27 H 3.33 -5.15 -1.34
28 H 3.53 -6.85 -1.67
29 H 5.63 -6.42 -0.80
30 H 4.64 -7.52 -0.02
31 H 6.69 -5.70 2.41
32 H 7.22 -6.23 0.85
33 H 6.20 -7.33 1.49
34 C -6.36 -0.77 3.39
35 O -5.47 -0.62 2.28
36 C -4.21 -1.30 2.34
37 C -3.46 -1.29 1.04
38 N -4.24 -1.25 -0.09
39 C -4.90 -2.55 -0.44
40 C -3.84 -3.68 -0.62
41 O -2.82 -3.29 -1.61
42 C -1.69 -4.19 -1.69
43 H -5.81 -0.53 4.31
44 H -6.78 -1.77 3.43
45 H -7.22 -0.11 3.27
46 H -4.34 -2.34 2.63
47 H -3.59 -0.67 2.97
48 H -2.77 -2.13 0.96
49 H -2.88 -0.37 1.11
50 H -5.04 -0.64 0.01
51 H -5.57 -2.34 -1.28
52 H -5.58 -2.85 0.35
53 H -4.35 -4.55 -1.03
54 H -3.37 -4.13 0.25
55 H -1.12 -4.18 -0.76
56 H -1.00 -4.01 -2.51
57 H -2.09 -5.17 -1.98
58 C -0.18 0.14 3.26
59 O -0.76 1.23 3.87
60 C -0.77 1.41 5.29
61 C 0.62 1.31 6.05
62 N 1.22 0.11 5.73
63 C 2.64 0.30 5.78
64 C 3.29 0.62 7.17
65 O 2.92 1.95 7.59
66 C 3.40 2.34 8.87
67 H -0.61 -0.11 2.29
68 H -0.39 -0.79 3.79
69 H 0.88 0.23 3.04
70 H -1.46 0.74 5.80
71 H -1.18 2.40 5.49
72 H 0.48 1.48 7.12
73 H 1.11 2.17 5.60
74 H 0.98 -0.60 6.41
75 H 2.93 0.95 4.95
76 H 2.94 -0.68 5.43
77 H 4.37 0.45 7.19
78 H 2.83 -0.10 7.84
79 H 3.29 3.42 8.95
80 H 4.45 2.07 8.93
81 H 2.90 1.72 9.62
82 C -7.29 -3.53 -5.83
83 O -6.15 -3.03 -6.51
84 C -4.89 -3.61 -6.17
85 C -4.18 -3.15 -4.90
86 N -3.95 -1.73 -4.73
87 C -3.16 -1.17 -5.84
88 C -1.66 -1.66 -5.82
89 O -0.95 -1.06 -4.67
90 C 0.42 -1.49 -4.59
91 H -7.32 -4.62 -5.84
92 H -8.15 -3.07 -6.30
93 H -7.38 -3.12 -4.82
94 H -4.33 -3.50 -7.10
95 H -5.09 -4.68 -6.05
96 H -3.28 -3.75 -4.77
97 H -4.76 -3.49 -4.04
98 H -4.83 -1.34 -4.44
99 H -3.27 -0.09 -5.91
100 H -3.50 -1.46 -6.83
101 H -1.09 -1.21 -6.63
102 H -1.64 -2.73 -6.05
103 H 1.00 -1.48 -5.51
104 H 0.55 -2.41 -4.01
105 H 0.81 -0.68 -3.97
106 C -1.67 2.04 -4.65
107 O -2.58 1.89 -3.54
108 C -2.60 3.03 -2.72
109 C -3.35 2.78 -1.34
110 N -2.84 1.67 -0.50
111 C -1.50 2.01 -0.11
112 C -1.28 2.98 1.08
113 O -2.29 4.00 1.30
114 C -2.22 4.55 2.59
115 H -0.64 2.18 -4.33
116 H -2.04 2.94 -5.14
117 H -1.63 1.34 -5.48
118 H -3.20 3.79 -3.23
119 H -1.62 3.49 -2.61
120 H -4.40 2.56 -1.52
121 H -3.46 3.81 -1.01
122 H -3.31 1.72 0.40
123 H -0.89 2.24 -0.98
124 H -1.02 1.08 0.23
125 H -0.28 3.42 1.05
126 H -1.21 2.24 1.87
127 H -1.61 3.95 3.27
128 H -3.17 4.77 3.08
129 H -1.51 5.38 2.51
130 C 3.36 2.77 -3.00
131 O 2.71 3.91 -3.36
132 C 1.57 4.12 -2.53
133 C 1.02 5.47 -2.60
134 N -0.07 5.62 -1.63
135 C -0.89 6.86 -1.84
136 C -2.02 6.93 -0.81
137 O -2.76 8.12 -0.79
138 C -3.54 8.35 -1.97
139 H 4.15 2.53 -3.72
140 H 2.70 1.90 -3.06
141 H 3.79 2.99 -2.02
142 H 1.74 4.05 -1.45
143 H 0.79 3.35 -2.59
144 H 0.65 5.44 -3.62
145 H 1.86 6.17 -2.62
146 H 0.37 5.81 -0.75
147 H -1.40 6.66 -2.79
148 H -0.30 7.77 -1.81
149 H -1.52 6.92 0.16
150 H -2.55 5.98 -0.69
151 H -2.89 8.93 -2.63
152 H -4.36 9.03 -1.73
153 H -3.92 7.47 -2.48
154 C 4.96 -1.38 2.45
155 O 4.80 0.02 2.42
156 C 3.74 0.56 1.80
157 C 3.36 2.04 2.21
158 N 4.48 2.91 2.03
159 C 4.93 3.26 0.68
160 C 6.36 3.81 0.70
161 O 7.30 2.88 1.17
162 C 7.72 1.90 0.24
163 H 4.16 -1.86 3.02
164 H 5.93 -1.70 2.83
165 H 4.96 -1.74 1.42
166 H 2.75 0.13 2.01
167 H 3.92 0.56 0.73
168 H 2.87 2.06 3.19
169 H 2.49 2.18 1.58
170 H 5.26 2.46 2.49
171 H 4.35 4.11 0.32
172 H 4.78 2.37 0.07
173 H 6.38 4.70 1.33
174 H 6.59 4.26 -0.27
175 H 8.31 2.28 -0.60
176 H 7.00 1.15 -0.10
177 H 8.41 1.18 0.67

[2]
A 2-piece molecular cluster, CH2O3PS overall. Source: the Open Molecules 2025 dataset; level of theory: ωB97M-V/def2-TZVPD.

Values from the calculation:
**HOMO level (alpha / beta)**: -2.55 / -2.54 eV
**Total charge**: -1
**Energy relative to the best compared isomer or geometry (same formula, charge and spin)**: 247.6 kJ/mol
**Kohn-Sham gap (alpha / beta)**: 3.04 / 3.03 eV

Atoms and positions in Å:
1 C 0.66 1.29 0.45
2 O -0.48 1.79 0.94
3 O 1.24 1.75 -0.50
4 O 0.23 -0.09 2.62
5 P 1.25 -0.16 1.52
6 S -1.27 -2.68 -2.78
7 H -0.67 1.23 1.73
8 H -0.95 -3.14 -3.98

[3]
One molecule with the formula C21H36N2O2. Source: the Open Molecules 2025 dataset; level of theory: ωB97M-V/def2-TZVPD.

Values from the calculation:
**SMILES**: CCN(CC)CCNC[C@H]1C(=O)O[C@@H]2C[C@@]3(C)CCC[C@H](C)C3=C[C@@H]21
**HOMO level**: -8.03 eV
**Energy relative to the best compared isomer or geometry (same formula, charge and spin)**: 76.5 kJ/mol
**Kohn-Sham gap**: 8.77 eV

Atoms and positions in Å:
1 C -5.93 -2.14 -0.68
2 H -6.71 -2.08 0.07
3 H -6.23 -1.55 -1.55
4 H -5.82 -3.17 -0.99
5 C -4.59 -1.62 -0.13
6 N -4.50 -0.21 0.16
7 C -5.20 0.27 1.34
8 H -4.63 1.10 1.75
9 C -6.65 0.73 1.16
10 H -7.07 0.96 2.14
11 H -6.70 1.63 0.55
12 H -7.26 -0.04 0.69
13 H -5.17 -0.54 2.07
14 C -4.53 0.67 -0.99
15 H -4.09 0.12 -1.83
16 C -3.70 1.94 -0.73
17 N -2.39 1.71 -0.18
18 H -2.48 1.15 0.66
19 C -1.46 1.06 -1.07
20 H -1.29 1.72 -1.93
21 C -0.12 0.83 -0.34
22 C -0.31 -0.30 0.66
23 O -0.96 -0.26 1.66
24 O 0.33 -1.39 0.25
25 C 1.05 -1.19 -0.96
26 C 2.47 -1.74 -0.87
27 H 2.42 -2.77 -0.52
28 H 2.87 -1.73 -1.88
29 C 3.41 -0.94 0.04
30 C 3.37 0.52 -0.37
31 C 2.29 1.03 -0.96
32 C 1.01 0.32 -1.25
33 H 0.75 0.50 -2.31
34 H 2.29 2.08 -1.24
35 C 4.54 1.42 -0.08
36 C 5.88 0.72 -0.29
37 C 5.93 -0.64 0.40
38 C 4.82 -1.53 -0.14
39 H 4.86 -2.51 0.34
40 H 5.01 -1.68 -1.21
41 H 5.83 -0.51 1.48
42 H 6.90 -1.11 0.22
43 H 6.69 1.36 0.07
44 H 6.04 0.56 -1.37
45 C 4.43 2.02 1.33
46 H 3.47 2.50 1.45
47 H 5.22 2.76 1.48
48 H 4.54 1.26 2.10
49 H 4.49 2.26 -0.78
50 C 2.99 -1.08 1.51
51 H 3.80 -0.84 2.18
52 H 2.15 -0.43 1.75
53 H 2.68 -2.11 1.71
54 H 0.51 -1.74 -1.74
55 H 0.14 1.76 0.18
56 H -1.81 0.09 -1.46
57 H -3.59 2.49 -1.67
58 H -4.23 2.59 -0.03
59 H -5.55 0.96 -1.30
60 H -3.80 -1.85 -0.85
61 H -4.35 -2.16 0.79

[4]
An isolated ion of composition C5H15NO3P and charge +1. Source: the Open Molecules 2025 dataset; level of theory: ωB97M-V/def2-TZVPD.

Values from the calculation:
**2S+1**: 3
**HOMO level (alpha / beta)**: -9.12 / -14.47 eV
**Total charge**: +1
**Energy relative to the best compared isomer or geometry (same formula, charge and spin)**: 53.1 kJ/mol
**Kohn-Sham gap (alpha / beta)**: 6.77 / 7.43 eV

Atoms and positions in Å:
1 C 1.98 -1.17 -0.88
2 C -0.74 -0.45 0.91
3 C -2.47 0.85 0.26
4 C -2.07 -1.47 -0.87
5 C 2.72 -0.39 0.14
6 N -1.96 -0.50 0.29
7 O 0.29 2.21 1.61
8 O 2.02 0.78 0.63
9 O 0.65 2.03 -0.97
10 P 0.51 1.21 0.37
11 H 2.76 -1.66 -1.50
12 H 1.41 -1.96 -0.47
13 H 1.27 -0.44 -1.41
14 H -0.21 -1.36 0.70
15 H 0.72 3.01 -1.04
16 H -0.52 -0.21 1.97
17 H -3.19 0.78 -0.57
18 H -2.97 1.17 1.24
19 H -1.65 1.47 -0.06
20 H -2.26 -2.37 -0.39
21 H -2.94 -1.19 -1.48
22 H -1.17 -1.70 -1.37
23 H 3.77 -0.11 0.01
24 H 2.84 -1.06 1.08
25 H 1.21 2.52 1.81

[5]
One molecule with the formula C6H6FNO. Source: the Open Molecules 2025 dataset; level of theory: ωB97M-V/def2-TZVPD.

Values from the calculation:
**HOMO level**: -8.70 eV
**Energy relative to the best compared isomer or geometry (same formula, charge and spin)**: 441.5 kJ/mol
**Kohn-Sham gap**: 8.73 eV

Atoms and positions in Å:
1 C 0.85 -0.32 0.24
2 C -0.82 -0.43 1.98
3 C -1.36 -0.33 -1.46
4 C -0.08 -0.36 3.05
5 C 1.09 -0.04 -1.20
6 C -0.18 0.57 -1.75
7 N -0.35 -0.25 0.67
8 O 0.59 -0.46 4.03
9 F -2.46 0.45 -1.21
10 H 1.67 -0.50 0.84
11 H -1.95 -0.35 1.91
12 H 1.89 0.57 -1.26
13 H 1.30 -0.95 -1.60
14 H -0.04 0.76 -2.92
15 H -0.15 1.64 -1.32

[6]
A 14-piece molecular cluster, C66H96O22 overall. Source: the Open Molecules 2025 dataset; level of theory: ωB97M-V/def2-TZVPD.

Values from the calculation:
**HOMO level**: -7.85 eV
**Kohn-Sham gap**: 8.13 eV

Atoms and positions in Å:
1 C -1.48 4.06 -7.30
2 C -0.54 3.64 -6.42
3 C -0.95 2.85 -5.30
4 C -2.25 2.34 -5.26
5 C -3.24 2.88 -6.07
6 C -2.79 3.62 -7.13
7 O -3.67 4.09 -8.05
8 O 0.02 2.35 -4.43
9 H -1.24 4.62 -8.19
10 H 0.48 3.98 -6.49
11 H -2.48 1.57 -4.54
12 H -4.29 2.61 -5.95
13 H -4.40 3.47 -8.10
14 H -0.44 2.02 -3.64
15 C 0.56 0.06 -1.65
16 C 1.29 -0.74 -0.82
17 C 0.80 -1.18 0.43
18 C -0.51 -0.88 0.77
19 C -1.21 0.08 0.02
20 C -0.69 0.46 -1.21
21 O -1.35 1.35 -2.07
22 O 1.54 -1.99 1.26
23 H 0.90 0.47 -2.60
24 H 2.28 -1.08 -1.12
25 H -0.91 -1.34 1.67
26 H -2.20 0.44 0.26
27 H -2.33 1.45 -1.91
28 H 2.26 -2.43 0.74
29 C -0.53 1.83 4.69
30 C -1.29 0.71 4.52
31 C -2.56 0.64 5.17
32 C -2.93 1.59 6.10
33 C -2.15 2.69 6.27
34 C -0.98 2.84 5.57
35 O -0.13 3.97 5.83
36 O -3.35 -0.42 5.01
37 H 0.37 1.99 4.11
38 H -0.89 -0.14 3.97
39 H -3.83 1.41 6.67
40 H -2.36 3.47 6.98
41 H 0.29 4.30 5.01
42 H -2.81 -1.05 4.53
43 C -0.24 5.73 -2.63
44 C -1.15 5.20 -1.74
45 C -1.69 6.00 -0.72
46 C -1.31 7.35 -0.65
47 C -0.38 7.86 -1.51
48 C 0.15 7.06 -2.55
49 O 1.12 7.52 -3.41
50 O -2.68 5.47 0.11
51 H 0.13 5.12 -3.44
52 H -1.38 4.13 -1.80
53 H -1.78 8.00 0.07
54 H 0.01 8.87 -1.38
55 H 0.95 8.45 -3.52
56 H -2.76 6.01 0.91
57 C 3.43 -0.70 -3.87
58 C 2.71 0.22 -4.61
59 C 2.07 -0.23 -5.74
60 C 2.17 -1.51 -6.23
61 C 2.87 -2.43 -5.46
62 C 3.44 -2.01 -4.27
63 O 4.12 -2.92 -3.47
64 O 1.32 0.64 -6.55
65 H 4.03 -0.44 -3.00
66 H 2.66 1.28 -4.34
67 H 1.63 -1.77 -7.13
68 H 2.95 -3.47 -5.77
69 H 4.17 -3.78 -3.94
70 H 0.99 1.35 -5.98
71 C 2.20 -0.64 4.38
72 C 1.89 -1.95 4.74
73 C 1.91 -2.24 6.06
74 C 2.19 -1.36 7.05
75 C 2.44 -0.03 6.73
76 C 2.51 0.27 5.33
77 O 2.74 1.58 4.89
78 O 1.62 -3.53 6.50
79 H 2.22 -0.35 3.33
80 H 1.54 -2.75 4.09
81 H 2.10 -1.68 8.08
82 H 2.64 0.72 7.49
83 H 2.89 2.15 5.64
84 H 2.47 -3.95 6.37
85 C 0.61 -5.75 1.64
86 C 0.01 -4.89 2.55
87 C -0.03 -5.16 3.91
88 C 0.57 -6.35 4.39
89 C 1.12 -7.22 3.51
90 C 1.06 -7.02 2.14
91 O 1.55 -7.97 1.28
92 O -0.76 -4.25 4.72
93 H 0.76 -5.46 0.60
94 H -0.39 -3.90 2.25
95 H 0.56 -6.55 5.45
96 H 1.52 -8.20 3.76
97 H 1.27 -7.79 0.38
98 H -0.19 -4.13 5.49
99 C 2.73 2.34 -0.08
100 C 3.71 2.04 -1.00
101 C 4.89 1.36 -0.70
102 C 5.18 1.05 0.64
103 C 4.22 1.33 1.58
104 C 2.98 1.92 1.19
105 O 2.07 2.17 2.13
106 O 5.87 1.09 -1.65
107 H 1.87 2.97 -0.31
108 H 3.53 2.28 -2.05
109 H 6.16 0.64 0.87
110 H 4.38 1.15 2.65
111 H 2.43 1.99 3.00
112 H 5.44 1.06 -2.52
113 C 5.51 -1.67 3.14
114 C 5.55 -1.70 4.65
115 C 5.27 -3.10 5.27
116 O 6.81 -1.32 5.15
117 H 5.99 -2.59 2.75
118 H 5.97 -0.80 2.71
119 H 4.48 -1.86 2.80
120 H 4.80 -1.04 5.05
121 H 5.28 -3.04 6.34
122 H 5.88 -3.92 4.89
123 H 4.26 -3.37 4.93
124 H 7.49 -1.64 4.55
125 C -3.78 3.99 3.18
126 C -3.75 2.65 2.42
127 C -5.09 1.88 2.61
128 O -3.59 2.92 1.05
129 H -3.86 3.79 4.25
130 H -4.65 4.60 2.87
131 H -2.83 4.47 3.02
132 H -2.91 2.01 2.76
133 H -5.95 2.56 2.50
134 H -4.98 1.58 3.65
135 H -5.23 1.03 1.94
136 H -2.88 3.57 0.90
137 C -5.95 -2.44 -1.03
138 C -4.52 -2.47 -1.64
139 C -3.53 -3.03 -0.61
140 O -4.57 -3.25 -2.77
141 H -5.92 -1.70 -0.25
142 H -6.25 -3.44 -0.69
143 H -6.73 -2.15 -1.74
144 H -4.26 -1.45 -1.92
145 H -2.53 -3.23 -1.00
146 H -3.92 -4.00 -0.27
147 H -3.41 -2.37 0.27
148 H -4.88 -4.12 -2.50
149 C -2.68 -1.35 -5.73
150 C -1.65 -2.37 -5.22
151 C -0.96 -1.79 -3.98
152 O -2.33 -3.52 -4.86
153 H -3.37 -1.76 -6.46
154 H -2.27 -0.41 -6.11
155 H -3.39 -1.05 -4.95
156 H -0.93 -2.60 -6.02
157 H -0.09 -1.18 -4.19
158 H -0.54 -2.56 -3.34
159 H -1.76 -1.24 -3.49
160 H -2.89 -3.38 -4.09
161 C -5.80 1.10 -3.05
162 C -5.13 2.27 -2.41
163 C -6.01 3.10 -1.54
164 O -3.95 1.81 -1.66
165 H -5.09 0.41 -3.54
166 H -6.53 1.36 -3.81
167 H -6.28 0.52 -2.28
168 H -4.74 2.93 -3.20
169 H -6.46 2.45 -0.78
170 H -6.80 3.51 -2.18
171 H -5.56 3.93 -0.98
172 H -3.94 2.24 -0.77
173 C 5.28 -2.44 -0.32
174 C 4.51 -3.78 -0.30
175 C 4.55 -4.54 1.04
176 O 3.17 -3.57 -0.73
177 H 6.27 -2.49 0.15
178 H 4.65 -1.74 0.24
179 H 5.39 -1.97 -1.31
180 H 4.91 -4.48 -1.06
181 H 4.06 -5.52 1.06
182 H 4.16 -3.93 1.85
183 H 5.63 -4.60 1.22
184 H 3.17 -3.27 -1.65

What did we get for max |F|? Answer: 5.0; 1.0; 0.9; 5.4; 4.3; 2.9 eV Å⁻¹, in the order shown.